Molecular formula: C22H13N2O5Rh
Method: DFT, ωB97M-V/def2-TZVPD

Structure (XYZ):
```
43
Properties=species:S:1:pos:R:3:mulliken_charge:R:1
Rh 0.04932 -0.00999 0.55943 -0.41
O 3.96726 -0.91962 0.41277 -0.67
O -2.31264 -1.78242 3.30844 -0.68
O -1.65000 -0.47360 1.60550 -0.58
O 2.23498 -4.21148 4.17994 -0.52
O 2.00577 0.09616 -0.00838 -0.60
N 0.76820 -1.38293 1.72729 -0.02
N -0.58552 1.40988 -0.78145 0.09
C -0.38125 -2.58362 -0.82638 -0.14
C -0.93783 0.91299 -1.95704 1.48
C 2.06467 -1.64190 1.62659 -0.10
C -0.91497 -0.55385 -2.01854 0.32
C -0.06053 -1.96091 2.59064 0.12
C 0.42169 -2.93070 3.43877 -0.60
C -0.00993 4.61212 0.86673 -0.66
C -0.42873 -1.19802 -0.87175 1.16
C -1.27936 -2.68673 -3.06592 -0.77
C -1.24869 3.10861 -2.85812 -0.75
C 2.62448 -2.59674 2.44556 -0.46
C -0.08933 3.26245 0.66741 -0.64
C 1.78109 -3.25154 3.34970 1.05
C 2.77970 -0.76593 0.58926 0.37
C -0.51911 2.76124 -0.57939 0.42
C -0.35193 5.51384 -0.16147 -0.57
C -0.76072 5.04616 -1.37781 -0.87
C -0.80628 -3.32071 -1.92549 -0.89
C -1.33665 -1.30443 -3.11192 -0.81
C -1.29322 1.76131 -3.03174 -1.04
C -1.48395 -1.38495 2.52179 0.35
C -0.84926 3.65664 -1.61551 1.09
H -0.02800 -3.09510 0.05746 0.34
H -1.51236 3.77832 -3.66776 0.42
H -0.22502 -3.41396 4.15662 0.60
H 0.31863 4.99534 1.82355 0.41
H -1.60724 -3.27023 -3.91540 0.39
H -1.59581 1.33079 -3.97364 0.36
H 3.68234 -2.81466 2.37183 0.48
H 0.17717 2.57269 1.45794 0.47
H -0.77409 -4.40217 -1.88764 0.42
H -0.28074 6.57813 0.01762 0.39
H -1.01526 5.72990 -2.17807 0.38
H -1.71277 -0.81714 -4.00181 0.38
H 3.17587 -4.35325 4.04039 0.30
```

As for the energy above the lowest of the compared OMol25 structures with the same formula, charge and spin: 0.0000 eV. Its charge is 0. The total energy is -1442.5249 hartree. The calculation puts the gap between HOMO and LUMO at 8.093 eV. As for the multiplicity: 1. For the HOMO energy, the calculation gives -0.3222 Eh.



Molecular formula: C22H14AuN14O2S
Method: DFT, ωB97M-V/def2-TZVPD

Structure (XYZ):
```
54
Properties=species:S:1:pos:R:3:mulliken_charge:R:1
Au 0.08369 1.07124 -1.65873 1.48
S -0.08796 2.25517 1.51643 0.91
O -0.99445 2.90046 2.44028 -0.73
O 0.89988 3.09896 0.92399 -0.58
N -0.91595 1.54602 0.26154 -0.46
N -0.06378 -1.17878 -1.13853 -0.39
N 0.96372 -3.74949 2.32559 -0.56
N 0.61353 0.78767 -3.72178 0.20
N 2.97437 1.27131 -3.77111 -0.07
N -2.11098 0.68604 -1.97986 -0.36
N -0.20678 0.30165 -4.65611 -0.34
N 2.20410 1.58777 -1.49587 0.45
N 2.86274 2.00260 -0.41086 -0.33
N 4.28487 2.10209 -2.00062 -0.49
N 4.05502 2.31201 -0.71226 -0.94
N 1.72272 0.41108 -5.58064 -0.48
N 0.44922 0.08799 -5.72925 -0.85
N 2.93955 -4.40677 -1.46708 -0.54
C 0.78841 -0.58813 4.25801 -0.79
C -4.74021 -0.16010 -2.06685 -0.59
C 3.12807 1.65344 -2.47913 0.51
C 1.30693 -3.02525 -0.08795 -0.14
C -4.93484 0.36795 0.34630 -0.84
C 1.85320 0.32620 1.87633 -0.21
C -2.19624 1.16035 0.35485 0.67
C 1.10612 -3.40369 1.23619 0.15
C -2.63209 0.26056 -3.10249 -0.25
C 2.19561 -3.77170 -0.85938 0.15
C -2.97736 1.17528 1.51697 -0.46
C 1.97530 -1.14332 3.79138 0.94
C 0.69151 0.88299 2.37518 0.21
C 1.81537 0.84128 -4.32730 0.50
C -2.83314 0.70756 -0.84986 0.29
C -4.19483 0.29607 -0.84781 1.27
C -4.31678 0.80335 1.49331 -1.08
C 2.70585 -2.17831 4.59317 -1.69
C -3.95856 -0.18130 -3.19025 -0.82
C 0.60028 -1.99117 -0.64203 0.55
C 0.14699 0.41734 3.55451 -0.46
C 2.48455 -0.68511 2.58062 -0.87
H 3.46002 -1.70114 5.22111 0.41
H -1.97081 0.24506 -3.96327 0.78
H 3.39409 -1.11545 2.18507 0.41
H 2.02296 -2.72145 5.24056 0.38
H 3.80105 1.24254 -4.34789 0.23
H 2.27926 0.72735 0.97096 0.63
H -4.33157 -0.52756 -4.14203 0.43
H 3.20923 -2.89075 3.94504 0.37
H 0.36572 -0.94106 5.18824 0.37
H -5.97609 0.07524 0.34289 0.37
H -2.53727 1.52490 2.43433 0.40
H -5.76924 -0.49469 -2.09024 0.42
H -0.75903 0.86683 3.92958 0.44
H -4.87597 0.85887 2.41676 0.39
```

Its charge is -1. The total energy is -2297.6579 hartree. The calculation puts the gap between HOMO and LUMO at 4.716 eV. As for the multiplicity: 1. For the HOMO energy, the calculation gives -0.2001 Eh.